[1]
{
  "formula": "C36H27N6O2Pd",
  "method": "wB97M-V/def2-TZVPD",
  "elements": ["Pd", "N", "C", "C", "C", "C", "C", "C", "C", "C", "C", "C", "C", "C", "N", "C", "C", "C", "C", "N", "H", "H", "H", "H", "H", "H", "H", "H", "H", "H", "N", "C", "C", "C", "C", "C", "N", "C", "H", "H", "H", "H", "C", "O", "C", "C", "C", "C", "C", "C", "N", "C", "C", "C", "C", "C", "C", "C", "O", "H", "H", "H", "H", "H", "H", "H", "H", "H", "H", "H", "H", "H"],
  "positions_angstrom": [[-0.06, -0.07, -0.02], [4.98, 8.73, 2.47], [4.46, 7.74, 2.19], [3.79, 6.52, 1.85], [4.12, 5.34, 2.52], [3.47, 4.16, 2.20], [2.49, 4.16, 1.20], [2.18, 5.33, 0.53], [2.82, 6.51, 0.86], [1.79, 2.89, 0.87], [0.79, 2.46, 1.74], [0.34, 3.16, 2.92], [-0.63, 2.39, 3.49], [-0.76, 1.23, 2.66], [0.06, 1.27, 1.63], [2.21, 2.20, -0.28], [3.29, 2.60, -1.16], [3.40, 1.63, -2.10], [2.39, 0.65, -1.80], [1.69, 0.99, -0.74], [4.88, 5.35, 3.29], [3.72, 3.25, 2.72], [1.42, 5.33, -0.24], [2.57, 7.43, 0.35], [0.72, 4.10, 3.27], [-1.18, 2.59, 4.40], [-1.42, 0.39, 2.81], [3.88, 3.49, -1.06], [4.12, 1.57, -2.91], [2.19, -0.26, -2.35], [-1.64, -5.91, 1.59], [-0.77, -5.18, 1.39], [0.28, -4.24, 1.13], [1.62, -4.58, 1.26], [2.58, -3.62, 0.98], [2.17, -2.35, 0.59], [0.87, -2.03, 0.47], [-0.06, -2.95, 0.74], [1.90, -5.58, 1.56], [3.63, -3.84, 1.07], [2.89, -1.58, 0.37], [-1.10, -2.67, 0.63], [-5.79, 3.59, -1.98], [-5.32, 2.27, -1.69], [-5.24, 1.87, -0.41], [-5.44, 2.70, 0.68], [-5.41, 2.19, 1.97], [-5.17, 0.84, 2.19], [-4.98, -0.01, 1.11], [-5.00, 0.50, -0.18], [-4.96, -0.42, -1.27], [-4.40, -0.32, -2.44], [-3.34, 0.56, -2.88], [-3.41, 1.03, -4.17], [-2.48, 1.95, -4.67], [-1.41, 2.39, -3.86], [-1.26, 1.89, -2.60], [-2.19, 0.93, -2.06], [-1.98, 0.39, -0.94], [-5.82, 3.66, -3.07], [-5.11, 4.35, -1.58], [-6.79, 3.75, -1.58], [-5.66, 3.75, 0.53], [-5.59, 2.85, 2.80], [-5.19, 0.44, 3.20], [-4.83, -1.07, 1.27], [-5.59, -1.21, -1.15], [-4.80, -1.00, -3.19], [-4.25, 0.74, -4.79], [-2.58, 2.33, -5.67], [-0.71, 3.11, -4.25], [-0.43, 2.18, -1.97]],
  "max_force_ev_per_a": 1.06,
  "spin_multiplicity": 5,
  "charge": 3,
  "total_energy_ev": -54255.3035,
  "homo_energy_ev": [-16.02, -16.00]
}



[2]
{
  "formula": "C36H28AuOP2S3Sb",
  "method": "wB97M-V/def2-TZVPD",
  "elements": ["Au", "S", "Sb", "S", "S", "O", "C", "C", "C", "C", "C", "C", "P", "C", "C", "C", "C", "C", "C", "C", "C", "C", "C", "C", "C", "C", "C", "C", "C", "C", "C", "P", "C", "C", "C", "C", "C", "C", "C", "C", "C", "C", "C", "C", "H", "H", "H", "H", "H", "H", "H", "H", "H", "H", "H", "H", "H", "H", "H", "H", "H", "H", "H", "H", "H", "H", "H", "H", "H", "H", "H", "H"],
  "positions_angstrom": [[-0.22, 1.50, 0.60], [-0.35, 5.49, 3.42], [-1.73, 4.33, 1.90], [-0.17, 3.81, 0.06], [-1.82, 1.94, 2.67], [-0.45, -2.35, 0.77], [0.87, -2.66, 0.62], [1.24, -3.99, 0.61], [2.59, -4.37, 0.71], [3.59, -3.43, 0.73], [3.22, -2.09, 0.85], [1.89, -1.68, 0.68], [1.63, 0.09, 0.91], [2.99, 0.85, 0.08], [3.48, 2.06, 0.59], [4.55, 2.71, -0.05], [5.04, 2.20, -1.24], [4.55, 1.02, -1.79], [3.49, 0.39, -1.14], [1.88, 0.24, 2.68], [0.75, -0.06, 3.47], [0.80, 0.07, 4.84], [2.00, 0.42, 5.44], [3.17, 0.62, 4.67], [3.12, 0.53, 3.29], [-1.37, -2.67, -0.26], [-1.70, -4.00, -0.56], [-2.58, -4.30, -1.58], [-3.24, -3.31, -2.30], [-2.98, -1.98, -1.96], [-1.97, -1.64, -1.00], [-1.75, 0.16, -0.84], [-1.39, 0.75, -2.47], [-2.35, 1.35, -3.29], [-2.01, 1.72, -4.59], [-0.71, 1.56, -5.04], [0.26, 0.92, -4.27], [-0.07, 0.57, -2.98], [-3.35, 0.78, -0.37], [-4.36, 0.00, 0.17], [-5.57, 0.57, 0.60], [-5.66, 1.95, 0.70], [-4.67, 2.75, 0.12], [-3.52, 2.17, -0.37], [0.48, -4.74, 0.64], [2.80, -5.44, 0.77], [4.65, -3.65, 0.74], [4.00, -1.32, 0.98], [3.02, 2.52, 1.49], [4.97, 3.63, 0.37], [5.83, 2.73, -1.75], [4.95, 0.61, -2.69], [3.05, -0.52, -1.60], [-0.20, -0.24, 2.97], [-0.10, -0.09, 5.44], [2.04, 0.52, 6.51], [4.10, 0.79, 5.19], [4.02, 0.71, 2.68], [-1.24, -4.83, -0.01], [-2.79, -5.35, -1.79], [-3.97, -3.57, -3.04], [-3.53, -1.16, -2.40], [-3.38, 1.56, -2.97], [-2.78, 2.16, -5.22], [-0.45, 1.91, -6.04], [1.24, 0.72, -4.69], [0.71, 0.21, -2.30], [-4.27, -1.09, 0.19], [-6.35, -0.07, 0.91], [-6.49, 2.41, 1.20], [-4.79, 3.82, 0.10], [-2.65, 2.76, -0.78]],
  "max_force_ev_per_a": 2.28,
  "spin_multiplicity": 2,
  "charge": -1,
  "total_energy_ev": -101149.1790,
  "homo_energy_ev": [-3.58, -3.52]
}



[3]
{
  "formula": "C36H28Cl4N9O5S3W",
  "method": "wB97M-V/def2-TZVPD",
  "elements": ["W", "C", "C", "N", "C", "S", "N", "N", "C", "C", "C", "C", "C", "C", "C", "N", "H", "H", "H", "H", "H", "H", "H", "H", "H", "H", "H", "H", "H", "S", "C", "N", "N", "C", "C", "C", "C", "C", "C", "N", "N", "C", "C", "C", "C", "C", "C", "H", "H", "H", "H", "H", "H", "H", "H", "H", "H", "H", "Cl", "C", "C", "Cl", "C", "Cl", "C", "O", "C", "O", "C", "Cl", "O", "C", "N", "S", "O", "O", "C", "C", "C", "C", "C", "C", "H", "H", "H", "H"],
  "positions_angstrom": [[-0.44, 0.12, -0.29], [5.31, 3.55, 1.14], [3.89, 3.07, 1.37], [3.51, 2.11, 0.34], [2.43, 1.31, 0.47], [2.00, 0.34, -0.91], [1.81, 1.27, 1.61], [0.73, 0.43, 1.62], [0.35, 0.03, 2.78], [1.03, 0.41, 4.05], [-0.84, -0.81, 2.80], [-1.36, -1.32, 3.98], [-2.49, -2.11, 3.93], [-3.06, -2.38, 2.69], [-2.47, -1.83, 1.56], [-1.39, -1.06, 1.60], [5.60, 4.27, 1.91], [5.40, 4.04, 0.17], [6.01, 2.71, 1.16], [3.19, 3.91, 1.37], [3.80, 2.57, 2.33], [3.77, 2.32, -0.61], [1.98, 0.89, 3.84], [1.18, -0.46, 4.68], [0.38, 1.11, 4.59], [-0.91, -1.05, 4.92], [-2.93, -2.50, 4.83], [-3.94, -2.99, 2.58], [-2.88, -2.00, 0.57], [-2.33, -0.92, -1.44], [-1.42, -2.16, -2.28], [-1.96, -2.70, -3.36], [-1.14, -3.54, -4.07], [0.16, -3.19, -4.51], [0.96, -4.20, -5.04], [2.23, -3.90, -5.51], [2.72, -2.61, -5.44], [1.91, -1.60, -4.92], [0.64, -1.88, -4.46], [-0.25, -2.54, -1.80], [0.17, -1.87, -0.71], [1.34, -2.52, -0.20], [2.33, -2.98, -1.07], [3.46, -3.61, -0.58], [3.62, -3.79, 0.79], [2.63, -3.36, 1.66], [1.49, -2.74, 1.16], [-1.68, -4.01, -4.78], [0.59, -5.21, -5.05], [2.85, -4.70, -5.91], [3.72, -2.38, -5.79], [2.27, -0.58, -4.87], [0.03, -1.08, -4.06], [2.19, -2.83, -2.14], [4.22, -3.95, -1.26], [4.51, -4.27, 1.18], [2.73, -3.51, 2.72], [0.69, -2.45, 1.83], [0.75, 4.69, -5.35], [0.50, 3.97, -3.80], [0.68, 4.71, -2.64], [1.15, 6.37, -2.73], [0.48, 4.11, -1.39], [0.70, 4.99, 0.09], [0.10, 2.79, -1.31], [-0.13, 2.13, -0.18], [-0.07, 2.03, -2.48], [-0.39, 0.77, -2.29], [0.13, 2.62, -3.71], [-0.06, 1.64, -5.13], [-2.33, 1.04, 0.32], [-2.65, 1.52, 1.46], [-1.84, 1.92, 2.40], [-2.67, 2.37, 3.74], [-2.37, 1.47, 4.83], [-2.53, 3.78, 3.98], [-4.28, 2.02, 3.09], [-5.53, 2.13, 3.67], [-6.62, 1.77, 2.88], [-6.45, 1.31, 1.58], [-5.18, 1.20, 1.02], [-4.11, 1.57, 1.80], [-5.66, 2.49, 4.68], [-7.62, 1.84, 3.29], [-7.32, 1.03, 0.99], [-5.02, 0.84, 0.01]],
  "max_force_ev_per_a": 0.41,
  "spin_multiplicity": 3,
  "charge": -1,
  "de_lowest_kcal_mol": 1.15,
  "total_energy_ev": -145859.7472,
  "homo_energy_ev": [-4.28, -4.72]
}



[4]
{
  "formula": "C36H28LuN10S2",
  "method": "wB97M-V/def2-TZVPD",
  "elements": ["Lu", "N", "C", "S", "N", "N", "C", "C", "C", "C", "C", "C", "C", "C", "C", "C", "C", "C", "N", "H", "H", "H", "H", "H", "H", "H", "H", "H", "H", "H", "C", "C", "C", "C", "N", "C", "N", "C", "N", "C", "N", "C", "C", "C", "C", "C", "N", "C", "C", "C", "C", "C", "C", "H", "H", "H", "H", "H", "H", "H", "H", "H", "H", "H", "H", "S", "C", "N", "C", "C", "C", "C", "H", "H", "H", "H", "H"],
  "positions_angstrom": [[-0.54, 0.24, 1.46], [-1.40, -3.30, 4.35], [-0.95, -2.42, 3.43], [-1.29, -0.74, 3.79], [-0.34, -2.97, 2.40], [0.09, -2.06, 1.47], [0.91, -2.48, 0.57], [1.45, -3.86, 0.51], [0.62, -4.95, 0.29], [1.15, -6.22, 0.20], [2.52, -6.42, 0.35], [3.35, -5.33, 0.59], [2.82, -4.06, 0.66], [1.42, -1.49, -0.42], [2.05, -1.89, -1.58], [2.55, -0.91, -2.43], [2.40, 0.42, -2.11], [1.70, 0.74, -0.95], [1.22, -0.19, -0.13], [-1.82, -2.98, 5.20], [-1.16, -4.27, 4.24], [-0.45, -4.80, 0.19], [0.50, -7.07, 0.01], [2.93, -7.42, 0.29], [4.42, -5.49, 0.72], [3.48, -3.21, 0.83], [2.17, -2.94, -1.80], [3.06, -1.20, -3.35], [2.79, 1.21, -2.74], [1.52, 1.77, -0.67], [-4.61, -1.38, 0.64], [-5.46, -0.34, 0.29], [-4.96, 0.94, 0.23], [-3.61, 1.18, 0.52], [-2.81, 0.17, 0.87], [-3.30, -1.08, 0.92], [-3.20, 2.49, 0.37], [-2.05, 2.99, 0.63], [-0.89, 2.41, 1.17], [0.09, 3.40, 1.23], [1.31, 3.36, 1.64], [1.95, 2.31, 2.26], [3.28, 2.56, 2.64], [4.00, 1.58, 3.28], [3.40, 0.35, 3.55], [2.10, 0.17, 3.15], [1.39, 1.12, 2.50], [-0.47, 4.66, 0.69], [0.11, 5.91, 0.54], [-0.70, 6.91, 0.02], [-2.02, 6.66, -0.34], [-2.59, 5.40, -0.19], [-1.77, 4.41, 0.34], [-4.95, -2.41, 0.69], [-6.50, -0.53, 0.06], [-5.58, 1.79, -0.05], [-2.61, -1.86, 1.23], [3.69, 3.53, 2.42], [5.03, 1.77, 3.58], [3.92, -0.44, 4.07], [1.58, -0.76, 3.36], [1.13, 6.09, 0.83], [-0.29, 7.90, -0.11], [-2.62, 7.47, -0.74], [-3.62, 5.19, -0.45], [-1.57, 0.17, -1.93], [-0.93, 0.04, -3.48], [-0.78, 1.16, -4.24], [-0.31, 1.19, -5.51], [0.06, 0.04, -6.13], [-0.07, -1.16, -5.40], [-0.55, -1.17, -4.13], [-1.07, 2.02, -3.79], [-0.27, 2.17, -5.97], [0.44, 0.06, -7.14], [0.20, -2.10, -5.87], [-0.67, -2.09, -3.57]],
  "max_force_ev_per_a": 0.38,
  "charge": 1,
  "de_lowest_kcal_mol": 0.00,
  "total_energy_ev": -107979.6889,
  "homo_energy_ev": -10.46
}



[5]
{
  "formula": "C36H28NNiO6P2SSe",
  "method": "wB97M-V/def2-TZVPD",
  "elements": ["Ni", "O", "C", "C", "C", "C", "C", "C", "P", "C", "C", "C", "C", "C", "C", "C", "C", "C", "C", "C", "C", "C", "C", "C", "C", "C", "C", "P", "C", "C", "C", "C", "C", "C", "C", "C", "C", "C", "C", "C", "H", "H", "H", "H", "H", "H", "H", "H", "H", "H", "H", "H", "H", "H", "H", "H", "H", "H", "H", "H", "H", "H", "H", "H", "H", "H", "H", "H", "O", "S", "N", "O", "Se", "O", "O", "O"],
  "positions_angstrom": [[-0.20, -1.39, 0.78], [1.95, 0.26, -0.30], [1.36, 1.50, -0.20], [1.20, 2.34, -1.28], [0.55, 3.55, -1.11], [0.08, 3.92, 0.14], [0.29, 3.08, 1.23], [0.93, 1.86, 1.09], [1.32, 0.73, 2.51], [-0.31, 0.02, 2.92], [-0.33, -1.18, 3.56], [-1.58, -1.92, 3.75], [-2.80, -1.10, 3.69], [-2.81, 0.05, 3.02], [-1.59, 0.48, 2.25], [1.52, 2.03, 3.80], [2.64, 2.86, 3.72], [2.86, 3.84, 4.68], [1.98, 3.99, 5.74], [0.88, 3.16, 5.84], [0.65, 2.18, 4.87], [2.27, -0.29, -1.53], [3.59, -0.21, -1.93], [4.00, -0.86, -3.09], [3.09, -1.60, -3.82], [1.77, -1.68, -3.41], [1.34, -1.02, -2.26], [-0.38, -1.14, -1.65], [-1.09, -2.53, -2.59], [-1.88, -2.31, -3.73], [-2.47, -3.35, -4.42], [-2.27, -4.65, -3.97], [-1.50, -4.90, -2.86], [-0.89, -3.85, -2.16], [-1.16, 0.33, -2.37], [-2.27, 0.89, -1.74], [-2.89, 2.01, -2.29], [-2.41, 2.57, -3.46], [-1.31, 2.01, -4.10], [-0.69, 0.90, -3.56], [1.56, 2.04, -2.26], [0.40, 4.20, -1.96], [-0.43, 4.87, 0.28], [-0.04, 3.39, 2.21], [0.60, -1.66, 3.86], [-1.55, -2.67, 4.54], [-3.70, -1.49, 4.15], [-3.70, 0.65, 2.94], [-1.59, 1.58, 2.14], [3.33, 2.74, 2.90], [3.73, 4.48, 4.60], [2.16, 4.75, 6.49], [0.19, 3.27, 6.66], [-0.22, 1.54, 4.95], [4.29, 0.34, -1.31], [5.04, -0.80, -3.39], [3.41, -2.13, -4.71], [1.06, -2.28, -3.97], [-2.05, -1.29, -4.06], [-3.08, -3.15, -5.29], [-2.74, -5.48, -4.49], [-1.34, -5.90, -2.49], [0.35, -3.54, -0.61], [-2.61, 0.47, -0.80], [-3.74, 2.44, -1.78], [-2.90, 3.44, -3.88], [-0.94, 2.45, -5.02], [0.17, 0.47, -4.05], [3.86, -2.26, 1.02], [2.74, -2.99, 0.43], [1.36, -2.51, 0.58], [-3.13, -3.65, 1.92], [-1.57, -3.20, 2.09], [-0.13, -4.23, -1.12], [-1.59, -0.11, 0.97], [-0.64, -4.40, 2.69]],
  "max_force_ev_per_a": 0.54,
  "spin_multiplicity": 3,
  "charge": -1,
  "de_lowest_kcal_mol": 32.14,
  "total_energy_ev": -187363.1422,
  "homo_energy_ev": [-4.68, -4.89]
}



[6]
{
  "formula": "C36H29BeN3O3PS",
  "method": "wB97M-V/def2-TZVPD",
  "elements": ["Be", "O", "C", "O", "C", "P", "C", "C", "C", "C", "C", "C", "C", "C", "C", "C", "C", "C", "H", "H", "H", "H", "H", "H", "H", "H", "H", "H", "H", "H", "O", "S", "C", "C", "C", "C", "C", "C", "C", "C", "C", "C", "C", "C", "H", "H", "H", "H", "H", "H", "H", "H", "H", "H", "N", "C", "C", "C", "C", "C", "C", "C", "N", "C", "C", "N", "C", "H", "H", "H", "H", "H", "H", "H"],
  "positions_angstrom": [[-0.02, 0.24, 0.02], [-1.99, -1.73, 2.27], [-1.10, -1.03, 1.88], [-1.17, -0.25, 0.85], [0.26, -1.00, 2.62], [1.57, -0.44, 1.47], [2.04, -1.89, 0.49], [1.33, -3.08, 0.47], [1.61, -4.03, -0.51], [2.58, -3.79, -1.46], [3.30, -2.60, -1.43], [3.03, -1.66, -0.47], [2.96, -0.12, 2.61], [4.11, -0.89, 2.65], [5.12, -0.58, 3.55], [4.98, 0.49, 4.42], [3.83, 1.26, 4.38], [2.83, 0.97, 3.48], [0.48, -1.95, 3.10], [0.17, -0.24, 3.41], [0.55, -3.27, 1.19], [1.06, -4.95, -0.52], [2.78, -4.52, -2.22], [4.07, -2.42, -2.18], [3.58, -0.72, -0.45], [4.23, -1.73, 1.99], [6.02, -1.18, 3.58], [5.76, 0.73, 5.12], [3.72, 2.10, 5.06], [1.93, 1.57, 3.44], [0.22, -0.50, -1.37], [0.87, -0.01, -2.65], [-0.24, 1.29, -3.25], [-1.58, 1.30, -2.91], [-2.39, 2.30, -3.42], [-1.86, 3.26, -4.27], [-0.52, 3.24, -4.60], [0.31, 2.26, -4.07], [0.38, -1.18, -3.94], [0.96, -1.01, -5.19], [0.61, -1.87, -6.22], [-0.32, -2.87, -5.99], [-0.90, -3.02, -4.74], [-0.56, -2.17, -3.70], [-1.97, 0.55, -2.24], [-3.44, 2.31, -3.17], [-2.50, 4.02, -4.68], [-0.11, 3.98, -5.27], [1.36, 2.23, -4.30], [1.68, -0.23, -5.36], [1.05, -1.76, -7.19], [-0.58, -3.56, -6.78], [-1.63, -3.80, -4.57], [-0.99, -2.27, -2.72], [-3.14, 9.95, -2.30], [-2.67, 8.94, -2.04], [-2.06, 7.69, -1.74], [-2.59, 6.86, -0.74], [-2.00, 5.65, -0.46], [-0.86, 5.26, -1.16], [-0.33, 6.07, -2.15], [-0.93, 7.29, -2.45], [-0.20, 4.04, -0.86], [1.15, 3.85, -0.87], [1.36, 2.56, -0.51], [0.16, 1.96, -0.29], [-0.76, 2.87, -0.50], [-3.46, 7.19, -0.19], [-2.42, 5.01, 0.30], [0.54, 5.76, -2.71], [-0.52, 7.92, -3.22], [1.85, 4.63, -1.09], [2.28, 2.02, -0.38], [-1.81, 2.68, -0.40]],
  "max_force_ev_per_a": 1.54,
  "charge": 1,
  "de_lowest_kcal_mol": 3.77,
  "total_energy_ev": -68939.3547,
  "homo_energy_ev": -11.26
}